{"formula": "C7H8N2O4S", "method": "ωB97M-V/def2-TZVPD", "max_force_ev_per_a": 4.1, "orbital_gap_ev": 8.42, "e_lumo_ev": 0.3, "relative_energy_kj_mol": 0.0, "charge": 0, "symbols": ["C", "C", "C", "C", "C", "C", "C", "N", "N", "O", "O", "O", "O", "S", "H", "H", "H", "H", "H", "H", "H", "H"], "xyz": [[2.26, -1.39, -0.49], [1.11, -1.75, 0.06], [-1.09, -1.07, 0.48], [-1.52, 1.35, -0.03], [2.54, -0.12, -1.11], [0.49, 0.69, 0.53], [-1.97, 0.15, 0.41], [0.24, -0.69, 0.25], [-3.42, 0.08, 0.51], [-2.36, 2.37, -0.38], [-1.46, -2.22, 0.41], [-0.23, 1.54, -0.28], [3.10, 0.81, 1.37], [2.34, 1.28, 0.19], [3.07, -2.17, -0.59], [0.84, -2.79, 0.58], [3.48, -0.01, -1.53], [1.69, 0.12, -1.74], [0.30, 0.91, 1.60], [-1.67, 2.97, -0.73], [-3.81, 0.74, -0.18], [-3.92, -0.79, 0.70]], "mulliken_charge": [-0.174, -0.205, 0.301, 0.692, -0.970, -0.125, -0.071, 0.108, -0.519, -0.527, -0.635, -0.406, -0.577, 0.389, 0.297, 0.260, 0.526, 0.346, 0.478, 0.368, 0.224, 0.223]}

---

{"formula": "C4H13N2O", "method": "ωB97M-V/def2-TZVPD", "max_force_ev_per_a": 3.9, "orbital_gap_ev": [9.23, 5.62], "e_lumo_ev": [0.6, -3.0], "relative_energy_kj_mol": 271.1, "charge": 0, "multiplicity": 2, "s2": 0.754, "symbols": ["C", "C", "C", "C", "N", "N", "H", "H", "H", "H", "H", "H", "H", "H", "H", "H", "H", "H", "H", "O"], "xyz": [[-0.20, -0.99, -0.88], [-0.63, -1.17, 0.64], [-1.62, -0.08, 0.99], [-2.52, 0.48, 0.18], [1.50, 2.35, -0.48], [1.02, -1.79, -0.97], [-0.02, 0.06, -1.15], [-0.98, -1.33, -1.71], [-1.15, -2.12, 0.67], [0.23, -0.90, 1.28], [-2.59, 0.07, -0.82], [-3.31, 1.12, 0.58], [1.55, 1.67, 0.29], [2.41, 2.90, -0.70], [0.74, 2.98, -0.39], [1.75, -1.32, -0.30], [1.33, -1.93, -1.94], [-1.54, 0.28, 2.03], [2.31, -0.27, 1.68], [1.72, -0.02, 1.02]], "mulliken_spin": [-0.010, 0.084, -0.008, 0.019, 0.020, 0.013, 0.003, 0.007, 0.003, 0.014, 0.000, 0.001, -0.010, -0.002, 0.000, 0.000, 0.000, 0.001, -0.026, 0.891]}

---

{"formula": "C35H95Br15N15O5P5", "method": "ωB97M-V/def2-TZVPD", "max_force_ev_per_a": 5.4, "orbital_gap_ev": [6.56, 2.57], "e_lumo_ev": [-2.8, -6.8], "charge": 1, "multiplicity": 2, "s2": 0.759, "symbols": ["O", "P", "N", "C", "C", "N", "C", "C", "N", "C", "C", "H", "H", "H", "H", "H", "H", "H", "H", "H", "H", "H", "H", "H", "H", "H", "H", "H", "H", "O", "P", "N", "C", "C", "N", "C", "C", "N", "C", "C", "H", "H", "H", "H", "H", "H", "H", "H", "H", "H", "H", "H", "H", "H", "H", "H", "H", "H", "O", "P", "N", "C", "C", "N", "C", "C", "N", "C", "C", "H", "H", "H", "H", "H", "H", "H", "H", "H", "H", "H", "H", "H", "H", "H", "H", "H", "H", "O", "P", "N", "C", "C", "N", "C", "C", "N", "C", "C", "H", "H", "H", "H", "H", "H", "H", "H", "H", "H", "H", "H", "H", "H", "H", "H", "H", "H", "O", "P", "N", "C", "C", "N", "C", "C", "N", "C", "C", "H", "H", "H", "H", "H", "H", "H", "H", "H", "H", "H", "H", "H", "H", "H", "H", "H", "H", "C", "Br", "Br", "Br", "H", "C", "Br", "Br", "Br", "H", "C", "Br", "Br", "Br", "H", "C", "Br", "Br", "Br", "H", "C", "Br", "Br", "Br", "H"], "xyz": [[-16.13, 2.96, 22.41], [-16.55, 4.38, 22.28], [-17.38, 4.72, 20.77], [-18.05, 3.66, 20.11], [-17.93, 6.07, 20.50], [-15.26, 5.61, 22.39], [-14.51, 5.72, 23.65], [-14.56, 6.22, 21.29], [-17.67, 4.95, 23.39], [-18.70, 4.06, 23.97], [-17.95, 6.40, 23.65], [-19.03, 3.63, 20.58], [-17.40, 2.79, 20.10], [-18.14, 4.01, 19.08], [-17.79, 6.16, 19.43], [-17.43, 6.87, 21.04], [-18.96, 6.04, 20.85], [-13.85, 6.56, 23.82], [-15.19, 5.83, 24.49], [-13.94, 4.79, 23.62], [-15.25, 6.47, 20.49], [-14.25, 7.25, 21.45], [-13.67, 5.69, 20.95], [-18.38, 3.03, 23.82], [-18.66, 4.18, 25.06], [-19.68, 4.26, 23.53], [-18.56, 6.94, 22.93], [-17.07, 7.02, 23.74], [-18.57, 6.62, 24.52], [-16.99, 14.74, 11.87], [-16.86, 13.34, 12.26], [-16.62, 12.22, 10.99], [-15.22, 12.04, 10.54], [-17.69, 11.98, 9.99], [-18.17, 12.75, 13.22], [-18.14, 11.33, 13.68], [-19.29, 13.55, 13.71], [-15.57, 13.16, 13.39], [-14.98, 14.42, 14.02], [-14.90, 11.93, 13.93], [-15.22, 11.39, 9.67], [-14.58, 11.46, 11.21], [-14.75, 13.01, 10.38], [-18.64, 11.72, 10.46], [-17.50, 11.19, 9.26], [-17.87, 12.86, 9.36], [-17.60, 11.22, 14.62], [-19.15, 10.92, 13.77], [-17.58, 10.89, 12.85], [-20.17, 12.99, 14.03], [-19.05, 14.23, 14.53], [-19.68, 14.14, 12.89], [-14.18, 14.86, 13.43], [-15.76, 15.18, 14.11], [-14.56, 14.27, 15.01], [-15.51, 11.60, 14.77], [-13.85, 12.21, 14.01], [-14.91, 11.09, 13.23], [-12.15, 1.35, 16.59], [-11.87, 2.81, 16.34], [-12.96, 3.82, 17.02], [-13.93, 3.27, 17.91], [-13.16, 5.23, 16.68], [-11.95, 3.24, 14.68], [-10.81, 2.88, 13.79], [-13.22, 3.23, 14.00], [-10.36, 3.41, 16.85], [-9.78, 2.84, 18.09], [-10.00, 4.83, 16.71], [-14.64, 3.97, 18.36], [-13.53, 2.57, 18.64], [-14.46, 2.64, 17.20], [-14.23, 5.43, 16.70], [-12.75, 5.57, 15.73], [-12.75, 5.72, 17.57], [-9.83, 3.15, 14.17], [-10.73, 1.87, 13.39], [-10.99, 3.32, 12.81], [-13.95, 3.75, 14.61], [-13.11, 3.77, 13.06], [-13.58, 2.26, 13.66], [-10.50, 2.24, 18.64], [-8.99, 2.15, 17.80], [-9.31, 3.56, 18.76], [-10.35, 5.54, 17.45], [-10.41, 5.21, 15.77], [-8.92, 4.82, 16.54], [-15.76, 9.35, 19.26], [-14.74, 10.39, 19.57], [-14.88, 10.97, 21.14], [-15.76, 12.21, 21.52], [-14.52, 10.10, 22.31], [-14.75, 11.81, 18.52], [-15.91, 12.27, 17.84], [-13.72, 12.90, 18.53], [-13.05, 9.86, 19.36], [-12.69, 8.87, 18.33], [-11.92, 10.43, 20.17], [-15.63, 12.53, 22.55], [-16.81, 11.93, 21.60], [-15.77, 13.01, 20.78], [-13.75, 9.35, 22.16], [-15.33, 9.51, 22.74], [-14.19, 10.70, 23.16], [-15.62, 12.67, 16.87], [-16.72, 11.58, 17.61], [-16.40, 13.17, 18.23], [-13.16, 12.92, 19.46], [-12.98, 12.70, 17.75], [-14.14, 13.87, 18.24], [-11.63, 8.65, 18.41], [-13.16, 7.94, 18.65], [-13.00, 9.20, 17.33], [-11.59, 9.70, 20.90], [-12.19, 11.38, 20.63], [-11.11, 10.59, 19.47], [-15.23, 13.03, 26.56], [-16.16, 14.18, 26.81], [-17.54, 13.98, 27.79], [-18.91, 14.46, 27.56], [-17.20, 13.40, 29.13], [-16.74, 14.55, 25.16], [-17.28, 13.46, 24.38], [-17.28, 15.89, 24.79], [-15.37, 15.53, 27.33], [-15.92, 16.62, 28.18], [-14.11, 15.87, 26.77], [-19.37, 14.03, 26.67], [-18.94, 15.53, 27.36], [-19.61, 14.29, 28.39], [-16.61, 12.48, 29.11], [-18.09, 13.15, 29.70], [-16.73, 14.12, 29.79], [-16.73, 12.52, 24.41], [-18.30, 13.25, 24.67], [-17.24, 13.63, 23.31], [-18.30, 15.83, 24.43], [-17.10, 16.56, 25.63], [-16.55, 16.32, 24.10], [-15.28, 16.86, 29.03], [-15.97, 17.56, 27.63], [-16.87, 16.38, 28.67], [-13.42, 16.16, 27.57], [-14.25, 16.77, 26.17], [-13.74, 15.07, 26.13], [-17.12, 8.10, 16.42], [-16.75, 6.24, 16.87], [-18.99, 8.36, 15.74], [-15.74, 8.83, 15.22], [-17.22, 8.68, 17.34], [-19.73, 15.62, 17.71], [-18.94, 16.46, 16.04], [-18.98, 13.77, 17.98], [-21.60, 15.46, 17.35], [-19.46, 16.27, 18.55], [-8.35, 8.79, 18.39], [-9.65, 9.60, 17.08], [-9.09, 7.22, 19.28], [-7.84, 10.16, 19.74], [-7.54, 8.50, 17.72], [-13.74, 9.99, 27.16], [-15.32, 8.74, 26.62], [-12.56, 10.18, 25.62], [-12.69, 9.08, 28.60], [-14.11, 11.01, 27.33], [-14.24, 16.97, 19.52], [-13.63, 18.84, 20.07], [-16.02, 16.91, 18.79], [-13.79, 15.47, 20.75], [-13.67, 16.75, 18.62]], "mulliken_spin": [0.000, 0.000, 0.000, 0.000, 0.000, 0.000, 0.000, 0.000, 0.000, 0.000, 0.000, 0.000, 0.000, 0.000, 0.000, 0.000, 0.000, 0.000, 0.000, 0.000, 0.000, 0.000, 0.000, 0.000, 0.000, 0.000, 0.000, 0.000, 0.000, 0.000, 0.000, 0.000, 0.000, 0.000, 0.000, 0.000, 0.000, 0.000, 0.000, 0.000, 0.000, 0.000, 0.000, 0.000, 0.000, 0.000, 0.000, 0.000, 0.000, 0.000, 0.000, 0.000, 0.000, 0.000, 0.000, 0.000, 0.000, 0.000, 0.008, -0.032, 0.539, 0.020, -0.013, 0.002, 0.003, -0.003, 0.304, -0.011, -0.014, 0.005, 0.024, 0.036, 0.034, 0.004, 0.041, -0.001, -0.001, 0.001, 0.002, 0.000, 0.000, 0.005, 0.015, 0.002, 0.009, 0.000, 0.012, 0.000, 0.000, 0.000, 0.000, 0.000, 0.000, 0.000, 0.000, 0.001, -0.001, 0.000, 0.000, 0.000, 0.000, 0.000, 0.000, 0.000, 0.000, 0.000, 0.000, 0.000, 0.000, 0.000, 0.001, 0.002, 0.000, 0.000, 0.000, 0.000, 0.000, 0.000, 0.000, 0.000, 0.000, 0.000, 0.000, 0.000, 0.000, 0.000, 0.000, 0.000, 0.000, 0.000, 0.000, 0.000, 0.000, 0.000, 0.000, 0.000, 0.000, 0.000, 0.000, 0.000, 0.000, 0.000, 0.000, 0.000, 0.000, 0.000, 0.003, 0.000, 0.000, 0.000, 0.000, 0.000, 0.000, 0.000, 0.000, 0.000, 0.000, 0.000, 0.000, 0.000, 0.000, 0.000, 0.000, 0.000, 0.000, 0.000, 0.000, 0.000, 0.000, 0.000]}